1) # C5H12O4

A structure of composition C5H12O4 (the ωB97M-V functional and the def2-TZVPD basis, OMol25).

Positions of all 21 atoms, in Å:
C: -0.25 -2.07 0.50
C: 0.19 -1.91 1.92
C: -0.03 2.58 -0.88
O: -0.52 3.64 -1.57
O: -1.41 -1.63 0.13
O: 1.13 2.46 -0.61
H: 0.22 4.22 -1.78
H: -1.34 -0.47 0.30
H: 0.08 -2.97 -0.02
H: 1.24 -2.18 2.04
H: 0.03 -0.90 2.27
H: -0.41 -2.60 2.53
C: -1.14 1.59 -0.56
C: 1.27 -0.88 -0.57
O: -0.74 0.64 0.38
H: 0.34 -0.15 -0.03
H: -1.45 1.15 -1.52
H: -2.00 2.16 -0.19
H: 1.82 0.07 -0.60
H: 1.98 -1.61 -0.18
H: 0.98 -1.14 -1.58

LUMO: 0.727 eV

natural (NBO) population analysis, charges in e, atoms 1 to 2: 0.46 -0.71

---

2) # C5H12O4

The molecule C5H12O4 (the ωB97M-V functional and the def2-TZVPD basis, OMol25).

Positions of all 21 atoms, in Å:
C: 1.66 0.10 -0.94
C: 0.31 0.82 -0.84
O: 0.44 2.15 -0.37
O: 0.86 2.24 0.99
C: -0.79 0.03 -0.10
C: -1.63 -0.78 -1.09
C: -0.30 -0.92 1.02
O: 0.65 -0.37 1.87
O: -1.44 -1.30 1.73
H: 2.36 0.72 -1.50
H: 2.07 -0.10 0.05
H: 1.53 -0.84 -1.46
H: -0.05 1.03 -1.85
H: 1.80 2.46 0.93
H: -1.44 0.76 0.39
H: -2.38 -1.34 -0.54
H: -1.00 -1.48 -1.64
H: -2.12 -0.12 -1.79
H: 0.18 -1.81 0.58
H: 0.45 0.56 2.02
H: -1.16 -1.79 2.52

LUMO: 0.756 eV

natural (NBO) population analysis, charges in e, atoms 1 to 2: -0.66 0.09

---

Most stable one: 2), least stable one: 1).

---

1) # C5H12O4

A cluster of 2 separate species, C5H12O4 in total (the ωB97M-V functional and the def2-TZVPD basis, OMol25).

Positions of all 21 atoms, in Å:
C: -0.31 -1.17 2.13
O: -0.07 0.21 1.89
C: 0.97 0.62 1.14
C: 1.96 -0.41 0.65
O: 1.06 1.81 0.87
H: -0.54 -1.69 1.19
H: -1.18 -1.21 2.79
H: 0.54 -1.64 2.62
H: 2.66 0.07 -0.02
H: 1.47 -1.24 0.15
H: 2.51 -0.81 1.51
C: -0.71 1.12 -2.42
C: -0.74 0.42 -1.06
O: -0.60 -0.98 -1.17
O: -1.93 0.74 -0.40
H: -1.59 0.85 -3.00
H: 0.18 0.82 -2.96
H: -0.71 2.19 -2.27
H: 0.16 0.90 -0.49
H: -1.33 -1.31 -1.70
H: -1.79 0.72 0.55

LUMO: 0.689 eV

natural (NBO) population analysis, charges in e, atoms 1 to 2: -0.27 -0.52

---

2) # C5H12O4

The molecule C5H12O4 (the ωB97M-V functional and the def2-TZVPD basis, OMol25).

Positions of all 21 atoms, in Å:
C: -2.36 -0.24 0.56
O: -1.44 -0.84 -0.34
C: -0.34 -0.10 -0.78
C: -0.58 1.38 -1.00
O: 0.15 -0.68 -1.92
C: 0.90 -0.34 0.43
C: 2.34 -0.03 0.02
O: 0.50 0.53 1.48
O: 0.85 -1.66 0.90
H: -1.84 0.19 1.42
H: -3.00 -1.05 0.90
H: -2.96 0.52 0.06
H: 0.29 1.79 -1.49
H: -0.77 1.89 -0.06
H: -1.44 1.49 -1.66
H: 0.59 -1.43 -1.36
H: 3.01 -0.38 0.81
H: 2.47 1.04 -0.10
H: 2.58 -0.53 -0.91
H: 1.10 0.40 2.22
H: -0.06 -1.96 0.82

LUMO: 0.735 eV

natural (NBO) population analysis, charges in e, atoms 1 to 2: -0.26 -0.56

---

Most stable one: 1), least stable one: 2).